(1)
{"formula": "C14H14BeF5IN2", "method": "ωB97M-V/def2-TZVPD", "e_above_lowest_kj_mol": 0.0, "gap_ev": 6.1, "charge": 0, "elements": ["F", "N", "Be", "C", "F", "C", "C", "F", "N", "H", "C", "F", "C", "C", "C", "I", "H", "H", "H", "H", "H", "H", "H", "C", "F", "H", "C", "H", "C", "C", "H", "H", "C", "C", "H", "C", "H"], "xyz": [[2.567, 2.113, 2.772], [-0.952, 1.316, -0.393], [0.463, 0.001, -0.036], [-2.782, 3.323, -1.292], [0.511, 1.522, 2.829], [-0.319, 0.913, -4.029], [-2.017, 2.579, -2.192], [2.971, 0.919, 0.357], [0.529, -0.098, -1.965], [-3.173, 3.604, 0.836], [-1.685, 2.065, 0.466], [1.375, 2.392, 0.364], [-1.115, 1.599, -1.730], [-2.596, 3.045, 0.078], [-0.615, -3.734, 4.473], [2.058, -1.962, 0.560], [-1.239, -3.081, 3.864], [1.049, -3.614, 3.073], [1.953, -1.564, -2.226], [0.105, -5.095, 2.943], [-1.533, 1.851, 1.531], [-1.262, -4.494, 4.911], [-0.213, -3.140, 5.293], [1.654, 1.119, 0.786], [2.088, 0.063, 2.926], [1.215, -4.888, 4.287], [0.498, 0.107, -4.828], [2.004, -1.469, -4.740], [1.314, -0.863, -2.774], [1.336, -0.805, -4.164], [0.479, 0.189, -5.904], [-2.117, 2.748, -3.281], [-0.286, 0.795, -2.616], [1.716, 1.185, 2.309], [-3.479, 4.071, -1.637], [0.500, -4.363, 3.649], [-1.001, 1.651, -4.499]], "atomic_forces_ev_per_a": [[0.21, 0.53, -0.37], [-1.21, 0.49, -0.87], [1.52, 0.35, -0.78], [0.91, -1.02, 0.81], [-0.48, -0.05, -0.38], [-0.27, 0.25, 0.39], [0.19, -0.13, -0.29], [-0.55, 0.23, 0.32], [-0.22, 0.58, -1.68], [0.50, -0.48, -0.43], [0.33, -0.55, 0.22], [-0.08, 1.17, 0.10], [-0.73, 0.53, 1.48], [-0.33, 0.45, -0.51], [0.04, -0.06, 0.04], [-1.19, -0.57, -0.43], [-0.04, 0.04, -0.05], [-0.04, -0.07, 0.07], [-0.23, 0.26, -0.18], [0.00, 0.05, -0.04], [-0.02, 0.08, -0.54], [-0.03, -0.03, 0.03], [0.01, 0.08, 0.01], [0.13, -0.75, -0.70], [-0.23, -0.21, -0.39], [-0.03, 0.02, -0.01], [0.13, -0.20, 1.46], [-0.42, 0.41, 0.55], [0.01, -0.11, 1.08], [-0.28, 0.32, -0.54], [0.01, -0.01, -0.06], [0.08, -0.08, 0.92], [0.99, -1.08, -0.87], [0.61, 0.26, 1.25], [-0.02, 0.02, 0.03], [0.08, -0.05, -0.04], [0.65, -0.69, 0.41]], "lowdin_charge": [0.14, 0.09, 0.18, -0.03, 0.11, 0.01, 0.01, -0.07, 0.09, 0.12, -0.07, 0.01, -0.17, -0.03, -0.18, 0.35, 0.05, -0.01, 0.02, 0.06, 0.12, 0.06, 0.06, -0.50, 0.07, 0.06, -0.03, 0.12, -0.10, -0.03, 0.11, 0.11, -0.17, -0.62, 0.11, -0.18, 0.11]}

(2)
{"formula": "C5H5FIN", "method": "ωB97M-V/def2-TZVPD", "spin_multiplicity": 3, "e_above_lowest_kj_mol": 153.4, "gap_ev": [7.9, 5.2], "charge": 0, "elements": ["C", "N", "C", "H", "H", "C", "C", "C", "H", "I", "H", "H", "F"], "xyz": [[0.031, -1.221, 0.106], [0.586, 1.407, 0.429], [0.643, 0.535, 1.435], [-0.875, -0.599, -1.420], [0.748, -0.915, -1.852], [0.191, 0.982, -0.759], [0.076, -0.397, -1.089], [0.176, -0.807, 1.326], [-0.104, -1.475, 2.133], [0.117, 2.376, -2.178], [0.796, 0.948, 2.421], [-0.357, -2.196, -0.145], [-2.028, 1.363, -0.407]], "atomic_forces_ev_per_a": [[-0.86, -2.35, -1.96], [-0.78, 0.22, -1.34], [-0.71, -0.46, 1.99], [-2.53, -0.12, -1.83], [-0.36, 1.24, 0.55], [2.37, 1.44, 1.79], [1.78, -2.16, -0.51], [0.57, 0.90, 1.77], [0.46, 0.41, 0.29], [0.09, 1.27, -1.62], [0.38, 0.18, 0.02], [0.10, -0.52, 0.42], [-0.50, -0.03, 0.45]], "mulliken_spin": [0.28, -0.01, 0.42, 0.06, 0.07, 0.37, -0.07, -0.04, 0.00, 0.05, 0.03, 0.01, 0.85]}

(3)
{"formula": "C43H56N4OSbTi", "method": "ωB97M-V/def2-TZVPD", "spin_multiplicity": 3, "e_above_lowest_kj_mol": 468.7, "gap_ev": [4.7, 4.7], "charge": 1, "elements": ["C", "H", "N", "C", "C", "H", "H", "C", "H", "C", "H", "C", "H", "H", "H", "C", "C", "H", "H", "H", "C", "H", "H", "H", "H", "H", "C", "H", "H", "C", "H", "H", "H", "H", "H", "C", "H", "H", "C", "C", "O", "H", "C", "C", "C", "H", "H", "H", "H", "C", "H", "Ti", "C", "C", "C", "C", "C", "C", "H", "N", "H", "H", "H", "H", "C", "H", "H", "H", "H", "H", "H", "H", "Sb", "C", "H", "C", "H", "H", "C", "H", "H", "C", "C", "H", "C", "H", "H", "C", "C", "C", "C", "C", "C", "H", "C", "C", "C", "H", "H", "C", "H", "C", "H", "N", "N", "C"], "xyz": [[-0.823, -1.432, 4.090], [-0.614, -7.244, -1.476], [-2.558, -2.015, -2.663], [-2.146, -1.581, 2.045], [4.233, -6.810, -1.198], [2.588, 5.109, 4.942], [1.238, -1.887, -3.682], [-4.417, -0.557, 1.749], [1.851, 7.309, -1.864], [0.115, 5.625, -1.776], [-0.347, -6.558, -3.223], [4.980, -6.201, 0.975], [-1.809, -7.821, 0.505], [0.353, 6.113, -2.750], [5.981, -5.706, 1.047], [-0.903, 7.881, 1.422], [3.380, 4.361, 2.203], [-4.684, -0.756, 2.741], [0.039, 8.241, 2.050], [-3.086, -2.579, -6.020], [2.347, 5.381, 2.717], [1.262, -5.981, -5.247], [2.498, 4.246, -2.445], [-5.403, -1.823, -5.255], [4.944, -8.277, 0.228], [0.923, -3.122, -0.285], [1.396, 5.435, -1.099], [0.859, 5.385, 4.327], [-0.773, -1.317, 5.157], [-4.786, -1.234, -3.386], [2.181, -3.711, -5.352], [-5.991, 0.819, 1.077], [-0.420, 6.984, 3.821], [-1.329, 5.470, 3.851], [-3.701, -4.017, 0.676], [-1.931, -6.828, 0.158], [3.132, 3.958, -0.796], [2.236, 7.219, -0.186], [-1.243, 6.452, 1.883], [-1.145, -6.493, -0.945], [3.190, -6.006, -0.619], [1.673, 3.842, 4.034], [-3.262, -2.212, -4.947], [-3.291, -1.251, 1.246], [-2.828, -5.991, 0.837], [-2.096, 7.178, 3.640], [2.997, 3.350, 2.362], [-1.710, 8.593, 1.541], [6.190, -7.355, -0.480], [2.324, 6.634, -1.105], [2.167, 7.516, 2.770], [-1.532, -2.340, -0.782], [-5.064, -0.154, -0.598], [-1.271, 6.470, 3.376], [1.822, 4.943, 4.101], [1.151, -2.981, -3.518], [-3.758, -1.313, -2.434], [-2.269, -2.226, -3.984], [1.007, -1.730, 1.296], [-3.114, -1.445, -0.149], [-2.133, 5.671, 0.041], [1.558, 3.310, -1.241], [-2.306, 4.554, 1.425], [3.390, 6.394, -1.235], [1.047, -5.296, -4.373], [4.843, -6.283, -1.947], [4.864, -6.575, 2.030], [3.808, -7.656, -1.789], [-5.582, -0.634, -3.002], [-3.047, -1.384, 3.978], [-3.324, 5.981, 1.358], [1.286, -1.373, 3.635], [0.697, 5.262, 1.215], [-2.066, -1.430, 3.427], [-0.538, 4.734, -1.797], [3.935, -5.314, 0.451], [3.735, 7.035, 3.484], [3.510, 7.004, 1.729], [-0.103, -4.717, -2.278], [3.603, 4.462, 1.143], [-3.371, -6.342, 1.659], [-5.245, 0.094, 0.745], [0.185, -1.739, 1.930], [-5.768, 0.206, -1.380], [0.157, -5.615, -3.312], [1.175, -1.775, -1.303], [3.152, -5.016, 1.176], [-4.077, -1.009, -1.030], [1.536, -3.944, -4.502], [2.964, 6.870, 2.698], [0.307, -1.543, 3.278], [2.187, 4.182, -1.375], [-4.566, -1.776, -4.586], [-0.459, 6.441, -1.289], [-1.979, -4.241, -0.613], [-2.951, -4.721, 0.293], [5.173, -7.263, -0.114], [-1.270, -2.546, -4.113], [-0.628, 7.817, 0.351], [-1.055, -5.143, -1.221], [4.386, -4.375, 0.099], [0.559, -3.428, -2.310], [4.348, 4.458, 2.712], [0.612, -2.616, -1.096], [-1.002, -1.907, 1.295], [-2.297, 5.624, 1.153]], "atomic_forces_ev_per_a": [[-1.41, -0.24, -1.52], [0.54, -0.44, 0.00], [-1.67, 2.85, -0.52], [1.81, -0.68, -0.77], [-0.40, -0.82, -1.81], [-1.06, 0.03, -1.21], [0.73, -0.81, 0.25], [0.61, -0.76, -4.08], [1.30, -0.12, 0.03], [-1.12, 1.26, -0.81], [0.07, -0.26, -0.55], [2.92, -0.92, 1.60], [-0.17, -0.99, 0.34], [-0.48, -0.93, -0.13], [-0.91, 0.20, -0.03], [1.61, -0.32, 0.05], [-0.06, 0.12, 0.26], [-0.35, 0.81, 1.41], [-2.03, -0.54, -1.47], [-0.07, 0.70, 1.91], [1.09, 1.82, -0.38], [-0.27, 0.60, 1.49], [-0.13, -0.25, 0.41], [0.02, -0.08, -0.65], [-0.31, 0.19, 0.15], [0.54, -0.30, 0.06], [1.87, -0.08, 4.21], [0.12, 0.17, 0.38], [0.10, 0.03, 0.21], [1.75, 1.08, 2.14], [-0.48, 0.26, 0.25], [-0.01, -0.47, -0.11], [0.32, -0.10, -0.27], [-0.45, 0.58, -0.18], [0.29, -0.31, -0.10], [-0.06, -0.40, 0.04], [-1.12, 0.83, -0.39], [0.27, -0.02, -0.23], [2.73, -0.09, -0.88], [-1.13, 0.66, 1.77], [2.16, 0.03, 0.72], [-0.10, 0.63, 0.23], [-0.16, -0.47, -1.36], [-1.61, 0.60, -0.97], [1.45, 0.35, -2.45], [-0.01, -0.94, 0.25], [0.12, -0.01, -0.06], [-0.34, 0.31, 0.15], [0.19, 0.35, -0.03], [-1.01, 1.56, -0.37], [-1.47, 1.89, 0.30], [1.13, 0.41, -0.55], [-0.87, -0.25, -1.31], [-0.80, 0.12, 0.76], [1.04, -0.74, -0.05], [0.37, -0.75, -0.03], [0.50, -2.19, 0.82], [-1.56, -0.59, 0.99], [1.59, -0.24, -0.79], [-1.07, 0.96, 1.93], [-0.23, 0.01, 1.01], [-0.15, -0.33, -0.17], [0.35, 0.46, 0.08], [-0.47, 0.16, -0.42], [-0.09, 1.13, -0.49], [-0.40, 0.61, 0.13], [-0.48, 0.01, -1.23], [-0.11, 0.58, 0.70], [-1.07, -0.32, -0.73], [1.37, 0.28, -0.42], [0.29, 0.14, -0.07], [0.85, -0.01, 0.64], [-1.06, -2.81, 0.25], [-0.40, -0.39, 1.39], [0.45, 0.40, -0.38], [-2.61, 1.47, -0.23], [-0.63, -0.14, -0.18], [-0.63, 0.05, 0.67], [1.14, 1.46, -0.08], [-0.07, 0.18, -0.11], [-0.85, -0.42, 1.00], [0.34, -0.20, 2.27], [-2.37, -0.49, 0.25], [0.54, 0.16, 1.10], [1.10, 0.90, -1.05], [-0.15, -0.76, 0.53], [0.47, -0.24, -0.17], [1.46, 0.46, -0.13], [-1.49, -0.92, 1.20], [1.98, -3.18, -0.58], [-0.28, 0.44, 0.03], [0.38, -0.69, -0.67], [0.48, -0.45, -1.64], [0.19, -0.51, -0.13], [-0.26, -1.98, -0.11], [0.56, 0.75, 0.53], [-0.39, -1.21, 0.64], [0.75, -0.42, -0.70], [-0.09, 0.58, 0.49], [-0.45, 0.63, -0.17], [-0.20, -0.19, -0.44], [-0.42, -1.55, -0.56], [-0.18, 0.01, 0.21], [-0.32, 1.07, -1.90], [-0.97, 1.58, 1.20], [-0.43, 0.44, -0.63]], "mulliken_spin": [0.02, 0.00, 0.07, -0.02, 0.00, 0.00, 0.00, -0.11, 0.00, 0.00, 0.00, 0.00, 0.00, 0.00, 0.00, 0.00, 0.00, -0.01, 0.00, 0.00, 0.00, 0.00, 0.00, 0.00, 0.00, 0.01, 0.00, 0.00, 0.00, 0.02, 0.00, 0.02, 0.00, 0.00, 0.00, 0.00, 0.00, 0.00, 0.00, 0.00, 0.00, 0.00, 0.04, 0.20, 0.00, 0.00, 0.00, 0.00, 0.00, 0.00, 0.00, 1.10, -0.12, 0.00, 0.00, -0.02, 0.01, 0.03, 0.01, 0.15, 0.00, 0.00, 0.00, 0.00, 0.01, 0.00, 0.00, 0.00, 0.00, 0.00, 0.00, 0.00, 0.00, 0.03, 0.00, 0.00, 0.00, 0.00, -0.04, 0.00, 0.00, 0.26, 0.01, -0.01, -0.01, 0.02, 0.00, 0.24, 0.00, 0.00, 0.04, 0.00, 0.03, 0.00, 0.01, -0.01, 0.00, -0.01, 0.00, -0.05, 0.00, -0.04, 0.00, 0.05, 0.07, 0.00]}

(4)
{"formula": "C8H27N9NaO13S2", "method": "ωB97M-V/def2-TZVPD", "gap_ev": 4.3, "charge": -3, "elements": ["H", "N", "H", "C", "N", "H", "C", "C", "H", "H", "C", "H", "O", "H", "H", "O", "O", "H", "O", "H", "H", "H", "O", "H", "H", "C", "N", "N", "Na", "O", "O", "H", "H", "O", "N", "O", "N", "H", "H", "H", "H", "H", "H", "H", "S", "N", "O", "H", "N", "C", "C", "H", "O", "O", "O", "S", "N", "H", "C", "H"], "xyz": [[-1.034, -3.944, 0.961], [-2.357, 0.339, -2.486], [0.721, -1.881, 2.333], [0.803, 1.036, 3.310], [1.892, 0.464, 3.879], [2.756, 0.363, 3.331], [0.966, 3.291, -1.879], [-0.233, -2.377, 2.120], [-0.687, -2.802, 5.312], [1.156, -4.657, 2.304], [1.068, -4.405, 1.243], [1.812, 1.007, 1.546], [4.726, 0.522, -0.122], [0.064, 3.832, -3.483], [-1.556, 1.760, 2.706], [1.145, 2.438, -1.014], [-4.553, -0.205, -3.033], [-1.980, -0.147, -4.951], [1.953, 0.096, -4.990], [-1.008, -1.312, 4.440], [-2.938, 2.817, 2.355], [1.232, -2.379, -0.031], [-0.265, 1.248, 3.917], [-3.547, -0.720, -5.224], [-2.871, 2.670, -1.001], [-0.389, -2.212, 4.440], [-2.243, 2.162, 2.055], [1.101, 4.614, -1.655], [0.436, -0.058, -0.549], [-0.655, -3.038, 3.323], [3.657, -0.013, 2.084], [1.281, 4.888, -0.704], [0.686, -2.041, 4.528], [0.281, 0.154, -3.285], [0.287, -2.711, -0.237], [4.471, -1.763, 0.707], [-2.917, -0.303, -4.564], [0.211, 1.748, 1.536], [0.376, -3.416, -0.956], [-3.326, 3.673, 0.340], [2.043, -4.138, 0.834], [0.001, 2.051, -3.234], [-1.390, 0.318, -2.835], [0.811, 5.325, -2.295], [0.620, -0.365, -4.631], [0.399, 2.975, -3.091], [-1.433, 1.155, 0.127], [-2.538, 0.498, -1.512], [-2.915, 2.829, -0.005], [-2.147, 1.968, 0.723], [-3.351, 0.013, -3.337], [-0.946, -1.600, 1.823], [-0.346, 0.142, -5.621], [0.583, -1.854, -4.695], [2.559, -0.518, -0.049], [3.879, -0.423, 0.659], [1.013, 1.414, 2.034], [0.862, -5.298, 0.642], [-0.095, -3.388, 1.021], [1.871, 0.158, 4.832]], "atomic_forces_ev_per_a": [[-0.07, 0.14, -0.32], [-0.47, 0.91, 0.05], [0.14, 0.01, -0.27], [1.12, -0.12, 0.31], [-0.47, 0.28, 0.69], [0.05, -0.34, -0.52], [-2.05, -3.48, -0.20], [0.23, 0.16, 0.48], [-0.02, 0.01, 0.07], [0.12, -0.29, -0.10], [-0.70, -0.69, 0.49], [0.05, 0.16, -0.21], [-0.52, -0.35, 1.45], [-0.60, -0.54, -1.03], [-0.06, -0.03, 0.31], [0.45, 0.90, 0.09], [0.48, 0.90, 0.40], [0.65, 0.14, 0.26], [0.75, 0.61, -0.06], [0.43, 0.32, -0.16], [0.13, 0.02, 0.33], [0.18, 0.27, -0.55], [-0.63, 0.04, 0.12], [-0.38, 0.10, 0.38], [-0.06, 0.19, 0.02], [-0.48, -1.10, 0.38], [0.26, -0.50, -0.02], [0.83, 1.73, 0.90], [0.58, 0.07, -0.89], [0.01, 0.36, -0.30], [0.07, 0.93, -0.10], [0.12, -0.10, -0.12], [-0.06, 0.52, -0.10], [-1.14, 0.49, 1.65], [-0.91, 0.58, 0.71], [0.33, -0.56, 0.04], [0.12, 0.18, -1.52], [0.21, 0.00, -0.42], [0.00, 0.23, -0.27], [0.05, -0.01, 0.14], [-0.07, 0.91, 0.39], [0.39, -0.50, -0.34], [0.30, -0.21, 0.11], [-0.01, -0.08, -0.15], [2.00, -2.45, -1.80], [0.92, 1.80, 0.99], [-0.48, 0.17, 1.18], [-0.08, -0.19, -0.08], [-0.36, -0.24, -1.03], [0.43, 0.33, -0.56], [-0.84, -1.99, 0.17], [-0.14, -0.01, 0.07], [-1.71, 0.99, -0.46], [-0.44, 0.54, 0.80], [-0.84, 0.17, 0.86], [1.01, -0.40, -1.89], [-0.10, -0.10, 0.09], [-0.35, -0.24, 0.35], [1.98, -0.75, -0.84], [-0.38, 0.11, 0.04]], "lowdin_charge": [0.13, 0.17, 0.13, -0.67, 0.15, 0.02, -0.64, -0.20, 0.07, 0.06, -0.06, 0.08, -0.43, 0.07, 0.06, 0.05, -0.10, 0.04, -0.41, 0.08, 0.09, 0.05, -0.07, 0.09, 0.10, -0.12, 0.18, 0.13, 0.34, -0.20, -0.45, 0.10, 0.08, -0.43, 0.06, -0.44, 0.16, 0.06, 0.09, 0.08, 0.08, 0.07, 0.04, 0.07, 0.19, 0.18, -0.01, 0.05, 0.16, -0.63, -0.70, 0.13, -0.45, -0.45, -0.44, 0.26, 0.21, 0.06, -0.39, 0.08]}